# 1
{"formula": "C14H28O28S7", "method": "wB97M-V/def2-TZVPD", "elements": ["C", "C", "O", "S", "O", "O", "O", "H", "H", "H", "H", "C", "C", "O", "S", "O", "O", "O", "H", "H", "H", "H", "C", "C", "O", "S", "O", "O", "O", "H", "H", "H", "H", "C", "C", "O", "S", "O", "O", "O", "H", "H", "H", "H", "C", "C", "O", "S", "O", "O", "O", "H", "H", "H", "H", "C", "C", "O", "S", "O", "O", "O", "H", "H", "H", "H", "C", "C", "O", "S", "O", "O", "O", "H", "H", "H", "H"], "xyz": [[0.493179, 0.820799, -4.593775], [1.460652, 0.936217, -5.771448], [2.652154, 0.265789, -5.348066], [2.126434, -1.013558, -4.495544], [2.946264, -1.087914, -3.276315], [1.845948, -2.215088, -5.241460], [0.720255, -0.468089, -4.104027], [-0.539073, 0.830483, -4.979709], [0.738557, 1.516150, -3.787576], [1.660067, 1.976016, -6.033338], [1.052622, 0.546079, -6.694815], [-5.258489, -0.085045, 5.515106], [-3.780647, -0.273884, 5.740629], [-3.461758, -1.373522, 4.845340], [-4.317585, -1.061550, 3.429709], [-4.831208, -2.291023, 2.971103], [-3.608395, -0.031626, 2.714681], [-5.524395, -0.315450, 4.134918], [-5.611851, 0.933298, 5.807218], [-5.889433, -0.699220, 6.119332], [-3.602690, -0.497253, 6.769543], [-3.219336, 0.669054, 5.469550], [4.064419, -0.750571, 0.295315], [4.448417, 0.553689, -0.548642], [5.858371, 0.698626, -0.334255], [6.343945, -0.009686, 0.980705], [6.235213, 0.963564, 2.059519], [7.561244, -0.739583, 0.668050], [5.168239, -1.042750, 1.120780], [3.922230, -1.607958, -0.358569], [3.109576, -0.556117, 0.845664], [3.972217, 1.431004, -0.157579], [4.404249, 0.417863, -1.604661], [0.180640, -1.841012, 4.087320], [0.927106, -1.569012, 2.729543], [1.349301, -0.140598, 2.802578], [0.798041, 0.522755, 4.171934], [0.069597, 1.683624, 3.744930], [1.856979, 0.380703, 5.171707], [-0.325495, -0.525080, 4.497798], [0.721202, -2.320193, 4.890322], [-0.714497, -2.456433, 3.840106], [0.260903, -1.775712, 1.911627], [1.802633, -2.245183, 2.803513], [-0.822122, -3.409328, -2.184514], [-0.503269, -4.222835, -0.910934], [-1.501096, -3.881427, 0.133001], [-2.881990, -3.442685, -0.680883], [-3.072672, -2.025873, -0.293469], [-3.823584, -4.500874, -0.430331], [-2.367804, -3.549763, -2.115222], [-0.513127, -3.858208, -3.136101], [-0.517720, -2.361499, -2.202992], [0.451505, -3.969663, -0.548820], [-0.548289, -5.300965, -0.972400], [1.177339, 3.700674, -2.026314], [0.144982, 4.290089, -1.099146], [-1.153002, 4.313693, -1.773968], [-0.840563, 4.363489, -3.325506], [-0.469363, 5.737662, -3.541869], [-1.925195, 3.631381, -3.940666], [0.519311, 3.522830, -3.234207], [1.505265, 2.740745, -1.669791], [2.023409, 4.372300, -2.124315], [0.362842, 5.351513, -0.853006], [-0.047775, 3.713019, -0.224817], [-2.197760, 0.910837, -1.098346], [-1.788429, 1.287616, 0.317169], [-0.333325, 1.237325, 0.320899], [0.232346, 0.201620, -0.662117], [0.451735, -1.143384, -0.065112], [1.117918, 0.903388, -1.516535], [-1.142760, 0.011574, -1.505262], [-2.256123, 1.733570, -1.823235], [-3.208212, 0.523984, -1.146318], [-2.216869, 0.608091, 1.016567], [-1.921406, 2.358501, 0.509802]], "forces_ev_per_a": [[-0.2, 0.9, -0.9], [-0.6, 1.4, -0.4], [-0.8, -1.1, 0.3], [1.8, -1.7, 2.5], [-1.2, 0.1, -2.6], [1.0, 1.3, 0.2], [-0.4, -0.9, 0.4], [0.3, 0.5, 0.6], [-0.5, 0.0, -0.5], [0.5, 0.0, 0.5], [0.0, -0.8, -0.1], [-0.8, 1.9, 0.7], [0.1, 1.1, -1.3], [-0.7, 0.7, -1.0], [0.7, 1.2, 2.4], [0.8, -0.2, -1.0], [-0.3, -1.6, -0.2], [-0.1, 0.1, 0.2], [0.5, -0.4, -0.6], [-0.2, -1.1, 0.2], [0.5, -0.6, 0.5], [-0.4, -1.2, 0.1], [-1.3, 1.1, -1.3], [0.7, -1.4, 1.2], [0.3, -0.1, -0.2], [1.9, 0.9, 1.0], [0.6, -1.7, -1.4], [-1.8, 1.3, 0.9], [-0.2, -0.3, 0.4], [-0.1, 0.0, -0.1], [1.1, -0.2, 0.0], [-0.5, 0.4, 0.0], [-0.8, -0.1, -0.6], [-1.7, 0.2, -1.2], [0.8, -0.1, 2.9], [-0.6, -1.5, 0.1], [0.9, -0.4, -0.2], [1.3, 0.0, 1.2], [-2.0, 1.2, -1.7], [0.2, -1.3, -0.1], [0.5, 0.2, 0.1], [0.5, 0.5, 0.5], [0.2, 0.4, -0.3], [-0.2, 0.7, -0.8], [-1.8, -1.1, 0.7], [-0.8, 0.4, 0.5], [0.1, 0.5, -2.3], [0.3, 1.5, 3.7], [-0.3, -3.1, -1.0], [0.3, 1.6, -0.5], [1.9, 0.4, -1.9], [-0.3, -0.2, 0.4], [-0.4, -0.1, 0.5], [1.2, 0.5, 0.7], [-0.1, -0.2, -0.8], [0.7, 0.5, 1.1], [-1.1, 2.0, 0.8], [0.7, -1.0, 0.2], [-1.0, 1.0, 1.4], [-0.5, -1.2, -1.2], [2.1, 1.1, -0.1], [-1.1, -0.6, -2.4], [0.2, 0.0, -0.1], [0.1, 0.1, -0.2], [0.0, -0.8, 0.1], [0.2, -0.3, 0.7], [0.5, 0.9, -0.5], [0.2, 1.5, -0.8], [0.2, 0.1, 1.1], [-2.9, -3.5, -0.3], [0.5, 3.6, -1.7], [1.5, -1.0, 0.3], [0.0, -0.4, 0.0], [0.6, 0.2, 0.3], [0.2, -1.1, 0.2], [-0.1, -0.3, 0.8], [-0.7, -0.5, 0.3]], "e_lumo_ev": 0.16, "charge": 0, "e_homo_ev": -10.895, "gap_ev": 11.05}


# 2
{"formula": "CH6NO", "method": "wB97M-V/def2-TZVPD", "elements": ["C", "N", "H", "H", "H", "H", "H", "H", "O"], "xyz": [[-0.198765, 1.640106, -0.054401], [0.260630, 0.637950, -0.713343], [-0.818959, 1.403055, 0.802194], [0.144172, 2.618235, -0.380206], [0.862441, 0.795370, -1.521255], [-0.092331, -0.295813, -0.478850], [0.408933, -2.124778, 1.541849], [-0.445449, -2.713442, 0.106552], [-0.120673, -1.960684, 0.697456]], "forces_ev_per_a": [[0.8, -0.7, -0.4], [-0.8, 0.4, 0.3], [-0.2, 0.6, 0.0], [-0.3, 0.2, 0.4], [0.0, -0.3, -0.1], [0.5, 0.8, -0.6], [-0.1, -0.8, -0.1], [0.3, -0.6, 0.6], [-0.2, 0.4, -0.1]], "e_lumo_ev": [-9.97, -17.50], "spin_multiplicity": 2, "charge": 2, "e_homo_ev": [-24.124, -24.114], "gap_ev": [14.16, 6.61]}


Table of energy above the lowest of the compared OMol25 structures with the same formula, charge and spin (kcal/mol), in record order: 57.22, 48.38